DFT (ωB97M-V/def2-TZVPD) results for a cluster of 17 separate species, C42H116N2O29 in total in a non-equilibrium geometry.

XYZ file:
```
189
Properties=species:S:1:pos:R:3:forces:R:3
H -23.0333 -5.6109 25.0868 0.09 0.55 -0.21
H -25.4093 3.6352 26.3928 -0.16 0.16 -0.10
H -22.1617 -7.1557 27.9878 -1.39 -0.63 -0.01
H -21.9980 -4.7541 27.8118 -0.09 -0.06 0.00
H -26.4142 -4.4095 34.6765 -0.31 -0.25 0.69
C -21.2332 -3.2934 26.3766 -1.66 -1.44 -0.26
H -24.1774 -7.0517 38.1823 0.11 -0.19 0.01
H -26.3482 -12.2263 30.4163 -0.04 0.52 0.37
C -21.1945 -4.0219 27.7314 0.36 1.76 -0.75
H -25.5270 -1.0822 30.1242 -0.42 -0.32 -0.46
O -24.7206 -13.0999 29.7254 0.62 -0.80 -0.34
H -30.5911 -2.2364 30.3859 0.00 0.14 0.06
H -24.1994 -0.7393 32.9850 -0.07 0.22 -0.27
H -32.4084 -3.0511 35.0652 -0.09 0.18 -0.18
O -21.1399 -6.3774 30.9313 -0.23 -0.33 0.30
H -22.4944 -2.2758 36.1657 0.10 0.00 0.15
H -23.5740 -1.3383 34.2267 0.22 -0.17 0.21
H -24.2017 -7.3582 23.7925 0.05 0.08 0.09
H -26.1786 0.1853 25.4292 0.31 0.45 -0.11
H -28.7885 -6.0024 32.4942 -0.11 0.06 0.21
O -28.3679 -9.0465 35.2632 0.04 -0.07 -0.21
C -24.0706 -5.9376 25.1594 0.09 -0.71 0.00
H -32.2903 -6.8939 36.1058 0.16 0.09 0.13
H -26.0614 -11.0484 26.4730 0.18 0.44 0.17
C -26.3817 -7.3497 32.9386 -0.07 -0.70 -0.19
H -27.4237 -9.1093 31.0349 0.15 -0.15 -0.17
H -19.7853 -5.2563 27.4383 0.36 -0.29 0.11
O -20.4776 -7.8390 28.6361 1.50 -0.55 -0.29
H -21.2739 -3.2282 28.4743 -0.83 0.07 0.09
O -32.0924 -3.8651 34.6663 -0.22 0.22 -0.27
H -26.6840 -6.8200 33.8420 -0.65 0.76 -0.28
C -24.5169 -11.3430 31.3774 -3.31 0.86 -1.55
O -27.0289 -10.7665 33.6900 0.64 -0.59 -0.01
O -24.5282 -6.4621 23.9022 -0.17 0.74 0.01
C -24.2717 -6.1650 29.9718 -0.24 0.81 0.27
H -25.1547 2.4331 25.1476 -0.04 -0.54 0.35
H -30.3962 -3.4470 34.1940 -0.45 -0.20 -0.14
H -23.4066 -5.8049 32.3195 0.21 0.09 -0.22
H -30.9811 -9.5714 35.7887 -0.28 0.38 -0.25
H -25.6014 -1.8692 28.1522 1.08 -0.47 0.05
H -31.4943 -6.3843 33.4875 0.03 -0.09 -0.34
H -24.6695 -5.0854 33.2098 -0.51 0.05 0.08
H -28.8966 -10.9000 35.7265 -0.82 -0.11 -0.05
O -23.3403 -10.7760 30.8385 1.09 -0.64 0.14
H -22.7560 -5.3362 34.5733 -0.69 0.44 0.14
O -26.6232 -2.4042 34.3031 -0.81 0.23 0.06
H -28.3724 -9.9693 26.9615 -0.64 -0.49 -0.16
C -26.9053 -11.4920 27.0014 0.73 -0.02 -1.30
H -27.1463 -9.5629 27.9636 0.29 -0.54 1.15
H -24.3702 -8.0217 32.3487 -0.13 -0.01 -0.44
C -31.8956 -6.2217 35.3439 -0.55 0.24 -1.30
H -22.2754 -3.0245 26.2043 -0.47 -0.20 0.00
C -25.1090 -5.4306 31.0529 -0.43 0.42 0.27
H -20.8446 -5.2422 34.4140 0.85 -0.09 -0.02
H -23.3800 -5.6041 29.6918 0.01 0.30 0.10
C -30.3375 -9.3655 36.6439 1.02 -1.37 -1.68
O -19.9289 -4.5058 28.0194 0.89 -1.07 0.04
H -30.8084 -6.1459 35.3571 0.10 1.04 1.47
H -28.2844 -10.0771 37.0715 0.07 0.40 0.43
H -28.2582 -5.9750 37.1642 -0.28 0.14 -0.08
H -29.7726 -12.0720 33.9448 -0.02 0.27 -0.20
C -22.2807 -5.4283 35.5498 -0.33 -0.61 -0.68
C -26.8806 -8.2544 30.6320 -0.10 0.97 0.12
C -25.0122 -4.8025 25.6419 -0.22 -1.02 -0.88
H -28.7690 -4.7172 35.1892 0.40 -0.26 0.39
O -24.7795 -4.3687 26.9531 0.51 0.23 0.17
C -26.8925 -0.8401 27.0681 0.70 1.15 -0.13
H -25.7573 -3.5011 30.1152 0.35 -0.29 -0.44
H -20.8583 -7.6543 29.4978 -0.17 0.33 -0.02
H -21.5167 -10.0874 28.4334 0.33 0.04 -0.16
C -28.5689 -3.7268 34.7803 0.37 -1.46 -0.37
O -23.3722 -9.2372 28.6097 -0.68 -0.38 -0.42
H -23.9900 -6.8003 25.8208 -0.51 0.23 0.76
H -24.0877 -3.4007 30.7698 0.04 -0.17 -0.02
H -25.3710 -4.8504 27.5360 -0.02 -0.03 0.20
H -32.8226 -4.6563 36.3892 -0.28 0.15 0.23
C -25.0806 -3.8301 30.9038 -0.47 -1.41 0.35
H -27.5742 -2.0197 30.4551 0.20 0.00 0.21
H -25.5521 -3.4055 31.7901 0.28 -0.03 0.30
H -26.0451 -5.1393 25.5533 -0.07 -0.26 -0.16
H -33.7585 -5.1291 34.9736 0.12 -0.06 -0.37
C -28.5552 -1.5674 30.6008 0.04 1.11 0.66
H -29.2300 -3.6022 31.8355 -0.35 0.08 0.64
C -30.0234 -11.9091 31.7569 0.13 0.50 -1.35
C -24.8419 0.0572 28.3609 0.13 0.69 -0.22
H -25.3561 -11.2461 29.3007 -0.08 0.69 0.35
H -27.1536 -12.6628 25.4496 -0.03 -0.10 0.02
H -24.5150 -12.0967 32.1649 0.94 -0.01 -0.09
H -20.2149 -6.5674 31.0876 0.41 0.05 0.09
H -23.7927 -12.8587 29.6753 0.35 -0.33 -0.27
H -28.7985 -11.1754 30.4626 0.29 0.32 -0.36
H -22.0386 -4.3390 37.4038 0.98 -0.06 -0.18
O -29.5529 -3.5903 33.7581 1.03 0.51 -0.56
H -28.5024 -0.5518 30.2086 -0.49 -0.37 -1.20
H -25.0830 2.6089 29.2995 -0.30 0.09 0.51
C -22.4666 -4.2205 36.4084 -0.61 1.02 0.72
H -24.5079 -7.5509 33.9589 0.16 0.68 0.27
H -27.1832 -1.7359 26.5193 -0.05 0.31 -0.67
H -27.1213 -4.0972 33.1767 -0.40 0.07 -0.38
H -21.3324 -7.8090 26.7051 1.16 -0.22 -0.10
C -28.9367 -9.9247 36.2117 -0.17 0.77 0.39
C -27.5087 2.2240 27.8904 0.11 1.32 -0.18
C -26.8284 0.4730 26.2557 -1.01 -0.94 -0.38
N -26.5724 -5.7757 31.0208 0.03 0.96 1.20
H -23.2292 -9.5630 29.5013 -0.28 -0.32 0.23
H -29.1741 -6.6389 30.9190 -0.05 -0.20 -0.03
C -26.3550 1.7628 26.9774 1.03 -1.35 -0.01
C -28.6322 -6.8592 31.8388 -0.15 0.60 -0.04
H -22.3610 -9.8732 26.8971 -0.32 0.02 -0.04
O -27.8201 -6.6526 36.6440 0.80 0.75 -0.01
O -24.2217 -1.5156 33.5446 0.16 -0.02 -0.23
H -30.0929 -12.6071 30.9226 -1.81 -0.49 0.37
C -29.5756 -2.5651 30.1651 -0.23 -1.14 0.13
H -29.0424 -7.7522 32.3103 0.11 -0.08 -0.04
O -28.4508 -11.0651 28.7681 -0.03 0.67 -0.29
C -21.5461 -8.0238 27.7521 -0.19 0.26 -0.36
C -27.1133 -3.7222 34.2002 -0.94 0.59 0.36
H -24.8483 -1.3795 26.6514 0.18 0.44 -0.02
O -20.4755 -2.1640 26.3426 1.35 2.30 0.66
H -28.7803 -3.0100 35.5738 0.67 0.33 -0.04
C -25.3571 -5.9201 37.0810 -0.77 -0.47 0.60
H -25.1451 -10.5184 31.7144 0.03 0.06 0.56
H -28.8029 -11.8650 28.3708 -0.24 -0.22 0.01
H -27.0885 2.7384 28.7546 -0.08 0.18 0.09
H -22.6042 -10.7658 31.4547 -0.12 -0.11 0.27
C -29.9480 -12.6359 33.0287 -0.68 -2.48 0.32
N -25.1301 1.4310 27.7950 0.50 -1.94 -1.42
O -20.9378 -5.7307 35.2352 0.33 0.31 -0.06
H -24.9282 -3.9748 24.9377 0.23 0.22 0.13
H -22.7115 -0.1366 27.4722 -0.61 -0.15 -0.30
C -32.7507 -4.9243 35.3351 1.30 -0.95 1.63
H -27.9548 -4.8495 30.1640 -0.58 0.60 0.16
O -27.2360 -5.3855 29.8209 1.18 -0.79 -0.21
H -26.2202 -7.8242 36.8213 -0.10 -0.29 -0.01
H -27.8018 0.6298 25.7910 -0.12 0.60 -0.02
H -27.5362 -0.9137 27.9447 -0.18 0.79 0.16
H -26.7510 3.1415 25.3106 -0.06 0.19 0.05
H -23.5008 -4.0945 36.7285 -0.44 -0.18 -0.66
H -28.3055 -1.8715 32.4672 -0.09 0.15 0.82
O -24.5533 2.4761 28.5100 -0.12 -0.03 -0.30
C -25.4579 -1.0222 27.4813 -0.68 -1.64 1.31
H -25.8130 -4.9364 36.9682 0.64 0.59 1.06
H -28.2337 1.5106 28.2822 0.48 -0.64 -0.25
H -21.2196 -5.4350 31.0787 -0.07 0.31 -0.17
H -26.4739 -12.2696 27.6317 -0.21 0.18 0.54
H -26.4294 0.4370 29.9695 -0.05 -0.03 -0.52
C -27.7306 -10.4453 27.7029 0.36 0.02 -0.65
H -26.6258 -8.3782 33.2042 -0.28 -0.13 -0.35
H -20.8056 -1.6389 25.6099 0.24 0.21 0.06
O -28.7966 -11.3666 31.4034 1.76 1.27 1.23
H -30.7748 -11.1232 31.8332 -0.50 -0.05 -0.46
C -23.2759 -0.2289 28.4001 -0.53 1.56 1.14
H -22.8770 0.5619 29.0353 0.18 0.29 -0.02
O -22.0297 -3.0017 35.7430 -0.09 -0.89 0.16
H -20.8940 -3.8396 25.4965 -0.25 -1.29 0.17
O -28.8347 -1.2449 31.9684 0.72 -0.56 0.07
H -24.8630 -6.2544 29.0605 0.06 -0.58 0.07
C -27.1562 -6.9912 31.5704 2.78 -2.09 0.26
H -28.1249 2.9598 27.3735 0.00 0.17 -0.09
C -22.1795 -9.4266 27.8747 -0.24 1.52 0.54
H -23.8793 -7.0928 30.3879 -0.42 -0.27 -0.49
O -27.7184 -12.1116 25.9961 -0.47 -0.06 0.17
H -26.7660 -7.1569 38.3113 0.42 0.51 0.31
C -24.8450 -7.2579 32.9646 -1.01 0.47 -1.36
H -30.3171 -8.2865 36.7972 0.24 -0.12 0.26
C -25.3350 -11.9171 30.1594 0.61 -0.18 0.96
H -27.4194 -10.0789 34.2295 -0.17 0.50 0.31
H -30.7951 -10.9629 37.6017 -0.09 -0.09 0.03
H -31.9409 -12.9689 33.1091 0.05 0.31 0.01
H -28.2526 -8.1857 35.6722 0.05 0.47 0.10
H -29.5265 -2.8388 29.1112 0.15 0.08 -0.04
C -24.4876 -5.8480 32.4524 0.46 0.14 -0.21
H -27.1402 -8.0775 29.5883 -0.75 0.27 0.11
H -27.6424 -10.8794 32.9640 -0.27 -0.14 -0.63
C -25.8808 2.8017 25.8722 -0.87 -0.20 1.30
H -29.1693 -13.3846 32.8834 0.32 0.17 0.51
H -22.9322 -1.1159 28.9323 -0.69 -0.48 -0.22
O -30.8326 -10.0169 37.7610 -0.29 -0.11 1.19
O -32.0074 -6.8990 34.1147 -0.76 -0.63 -0.89
H -25.8073 -2.2666 33.8163 0.46 -0.04 -0.06
C -25.4708 -0.0479 29.7849 1.00 -0.51 0.73
O -24.3586 -6.1091 38.1687 -1.75 0.95 -1.66
O -31.1306 -13.4829 33.1398 0.52 0.27 0.29
H -24.9191 -6.0578 36.0924 0.28 -0.44 0.05
C -26.5550 -6.8916 37.2754 0.57 -1.62 -0.22
H -24.8156 0.2928 30.5866 0.39 0.82 -0.20
H -25.8192 -8.4624 30.4974 0.19 -0.15 0.70
O -29.3101 -3.8040 30.9004 -0.09 0.59 -1.33
H -22.7230 -6.3232 35.9877 0.01 0.17 0.46
```
Forces are in eV/Å.

Calculated values
ΔE to the lowest compared entry with this formula, charge and spin, eV: 0.4811
Spin multiplicity: 1
Energy, eV: -107780.8809
LUMO energy, Eh: 0.0011
HOMO, Eh: -0.2869